(1)
# C4H14N2O

A structure of composition C4H14N2O at a distorted geometry (ωB97M-V/def2-TZVPD, OMol25).

The geometry in XYZ format:
```
21
Properties=species:S:1:pos:R:3:nbo_charge:R:1
C 0.455 1.422 0.162 -0.2398
N 1.262 0.814 1.176 -0.8405
C 0.077 0.429 -0.972 -0.4370
C -0.301 -0.950 -0.340 -0.4484
C -1.465 -0.788 0.668 -0.2204
N -2.636 -0.003 0.217 -0.8671
H -0.437 1.944 0.538 0.2045
H 0.962 2.290 -0.277 0.1599
H 1.851 0.262 0.590 0.3640
H 1.708 1.517 1.749 0.3690
H -0.731 0.979 -1.556 0.2426
H 0.834 0.144 -1.800 0.1960
H -0.716 -1.645 -1.093 0.2026
H 0.630 -1.196 0.208 0.2711
H -1.160 -0.369 1.633 0.2003
H -1.729 -1.814 1.011 0.1594
H -3.347 0.081 0.921 0.3673
H -3.005 -0.282 -0.687 0.3549
H 2.090 -0.021 -0.872 0.4877
H 3.026 -1.735 -0.935 0.4891
O 2.633 -1.080 -0.341 -1.0152
```

HOMO: -0.3165 Eh
LUMO: 0.66 eV
energy above the lowest of the compared OMol25 structures with the same formula, charge and spin: 378.4 kJ/mol
total energy: -345.43205 Eh
2S+1: 1
Kohn-Sham gap: 9.3 eV

(2)
# C4H14N2O

A cluster of 2 separate species, C4H14N2O in total at a distorted geometry (ωB97M-V/def2-TZVPD, OMol25).

The geometry in XYZ format:
```
21
Properties=species:S:1:pos:R:3:nbo_charge:R:1
C 0.125 2.339 1.915 -0.4099
N 0.117 1.677 0.619 -0.6193
C -0.871 0.601 0.548 -0.2132
C -1.256 0.273 -0.901 -0.4233
C -0.086 -0.206 -1.767 -0.2333
N 0.025 -1.657 -1.921 -0.8247
H -0.860 2.749 2.173 0.1600
H 0.447 1.665 2.698 0.1919
H 0.856 3.143 1.907 0.1992
H -0.137 2.373 -0.070 0.3417
H -1.806 0.902 1.043 0.1592
H -0.453 -0.266 1.056 0.1853
H -1.662 1.209 -1.316 0.1899
H -2.098 -0.415 -0.861 0.2076
H 0.843 0.071 -1.279 0.2080
H -0.106 0.248 -2.751 0.1874
H -0.055 -2.101 -1.015 0.3503
H -0.716 -2.004 -2.518 0.3423
O 2.439 -3.208 0.624 -0.9333
H 2.133 -4.120 0.519 0.4669
H 3.122 -3.271 1.298 0.4672
```

HOMO: -0.3192 Eh
LUMO: 0.91 eV
energy above the lowest of the compared OMol25 structures with the same formula, charge and spin: 136.8 kJ/mol
total energy: -345.52406 Eh
2S+1: 1
SMILES: CNCCCN.O
Kohn-Sham gap: 9.6 eV

(3)
# C4H14N2O

A cluster of 2 separate species, C4H14N2O in total at a distorted geometry (ωB97M-V/def2-TZVPD, OMol25).

The geometry in XYZ format:
```
21
Properties=species:S:1:pos:R:3:nbo_charge:R:1
C 0.542 -1.779 -1.913 -0.4337
N 0.059 -0.436 -1.585 -0.6492
C -0.982 -0.423 -0.554 -0.2231
C -1.137 0.936 0.125 -0.4328
C 0.177 1.663 0.287 -0.2249
N 1.181 0.990 1.129 -0.8598
H 0.095 -2.384 -2.702 0.1826
H 0.709 -2.433 -1.046 0.1969
H 1.616 -1.655 -2.119 0.1944
H -0.222 -0.010 -2.460 0.3620
H -0.775 -1.136 0.243 0.1968
H -1.956 -0.587 -1.052 0.1761
H -1.906 1.547 -0.383 0.2057
H -1.732 0.809 1.046 0.2255
H 0.641 1.971 -0.661 0.1800
H 0.093 2.686 0.678 0.1898
H 1.838 1.739 1.329 0.3590
H 1.705 0.311 0.586 0.3624
O -0.243 -0.658 3.342 -0.9527
H 0.152 0.148 2.967 0.4883
H 0.144 -1.299 2.744 0.4566
```

HOMO: -0.3289 Eh
LUMO: 0.87 eV
energy above the lowest of the compared OMol25 structures with the same formula, charge and spin: 171.2 kJ/mol
total energy: -345.51096 Eh
2S+1: 1
SMILES: CNCCCN.O
Kohn-Sham gap: 9.8 eV

(4)
# C4H14N2O

A cluster of 2 separate species, C4H14N2O in total at a distorted geometry (ωB97M-V/def2-TZVPD, OMol25).

The geometry in XYZ format:
```
21
Properties=species:S:1:pos:R:3:nbo_charge:R:1
C -2.561 0.153 -0.345 -0.6089
C -1.454 -0.864 0.041 -0.4357
C -0.243 -0.329 0.795 -0.2266
N 0.819 0.216 -0.089 -0.6772
C 1.610 -0.764 -0.865 -0.0606
N 2.918 -1.185 -0.447 -0.8141
H -3.221 0.281 0.505 0.2111
H -2.153 1.133 -0.600 0.1916
H -3.114 -0.193 -1.235 0.2145
H -1.257 -1.565 -0.752 0.2067
H -1.983 -1.424 0.811 0.2073
H -0.569 0.488 1.436 0.2098
H 0.220 -1.115 1.438 0.1975
H 0.322 0.805 -0.747 0.3524
H 1.617 -0.531 -1.935 0.1876
H 0.865 -1.676 -0.925 0.1454
H 3.634 -0.460 -0.617 0.3514
H 2.934 -1.036 0.561 0.3499
O 0.474 2.945 1.310 -0.9402
H 0.205 3.020 0.387 0.4573
H 0.937 2.098 1.274 0.4806
```

HOMO: -0.3439 Eh
LUMO: 0.81 eV
energy above the lowest of the compared OMol25 structures with the same formula, charge and spin: 171.3 kJ/mol
total energy: -345.51093 Eh
2S+1: 1
SMILES: CCCNCN.O
Kohn-Sham gap: 10.2 eV

(5)
# C4H14N2O

A cluster of 2 separate species, C4H14N2O in total at a distorted geometry (ωB97M-V/def2-TZVPD, OMol25).

The geometry in XYZ format:
```
21
Properties=species:S:1:pos:R:3:nbo_charge:R:1
C -0.868 2.389 0.858 -0.6094
C -1.609 1.487 -0.127 -0.4263
C -1.460 0.001 0.207 -0.2263
N -0.125 -0.435 -0.343 -0.6467
C -0.032 -1.892 -0.439 -0.0629
N 0.744 -2.565 0.610 -0.8142
H -1.204 2.284 1.933 0.2094
H 0.211 2.035 0.926 0.1847
H -0.790 3.405 0.457 0.2224
H -1.193 1.588 -1.158 0.2228
H -2.648 1.832 -0.271 0.2077
H -1.476 -0.273 1.269 0.1659
H -2.257 -0.669 -0.221 0.1945
H 0.350 -0.031 0.459 0.3482
H 0.427 -2.107 -1.403 0.1789
H -0.985 -2.405 -0.461 0.1777
H 1.730 -2.330 0.487 0.3360
H 0.712 -1.983 1.458 0.3366
O 3.690 0.109 -1.656 -0.9356
H 3.223 0.398 -0.868 0.4687
H 3.562 -0.840 -1.718 0.4678
```

HOMO: -0.3338 Eh
LUMO: 0.63 eV
energy above the lowest of the compared OMol25 structures with the same formula, charge and spin: 205.5 kJ/mol
total energy: -345.49793 Eh
2S+1: 1
SMILES: CCCNCN.O
Kohn-Sham gap: 9.7 eV

(6)
# C4H14N2O

A cluster of 2 separate species, C4H14N2O in total at a distorted geometry (ωB97M-V/def2-TZVPD, OMol25).

The geometry in XYZ format:
```
21
Properties=species:S:1:pos:R:3:nbo_charge:R:1
C -0.781 1.995 1.440 -0.4144
N -0.183 0.873 0.582 -0.6950
C 0.208 0.894 -0.877 -0.2049
C -0.065 -0.476 -1.587 -0.4406
C -1.600 -0.601 -1.862 -0.2203
N -2.387 -0.767 -0.583 -0.8743
H -1.858 1.737 1.761 0.1807
H -0.137 2.164 2.312 0.1981
H -0.813 2.972 0.835 0.1875
H -0.709 -0.014 0.851 0.3830
H -0.496 1.520 -1.428 0.1558
H 1.229 1.388 -0.966 0.1936
H 0.480 -1.310 -1.113 0.2241
H 0.590 -0.509 -2.463 0.2219
H -1.925 -1.557 -2.372 0.2003
H -2.037 0.274 -2.316 0.1812
H -3.307 -1.329 -0.721 0.3664
H -2.592 0.136 -0.171 0.3568
O 5.087 -2.303 2.807 -0.9263
H 6.071 -1.999 2.602 0.4660
H 5.225 -3.086 3.269 0.4603
```

HOMO: -0.2924 Eh
LUMO: 1.07 eV
energy above the lowest of the compared OMol25 structures with the same formula, charge and spin: 290.1 kJ/mol
total energy: -345.46569 Eh
2S+1: 1
SMILES: CNCCCN.O
Kohn-Sham gap: 9.0 eV

(7)
# C4H14N2O

A structure of composition C4H14N2O at a distorted geometry (ωB97M-V/def2-TZVPD, OMol25).

The geometry in XYZ format:
```
21
Properties=species:S:1:pos:R:3:nbo_charge:R:1
N 2.282 -0.369 1.135 -0.8982
C 0.232 1.456 -0.681 -0.4086
C -0.070 1.642 0.831 -0.5973
C -0.707 0.416 -1.294 -0.2722
N -0.531 -0.977 -0.849 -0.3296
C 0.757 -1.400 -0.633 -0.2574
H 2.299 -0.881 2.013 0.3619
H 1.276 1.188 -0.873 0.1896
H 0.173 2.471 -1.110 0.2188
H -1.113 1.959 0.875 0.2161
H 0.604 2.356 1.304 0.2072
H 0.123 0.677 1.282 0.2160
H -1.692 0.819 -1.063 0.2439
H -0.666 0.433 -2.395 0.2098
H -1.076 -0.999 0.145 0.4406
H 1.229 -1.072 -1.559 0.2198
H 1.495 -1.017 0.322 0.2818
H 0.814 -2.495 -0.555 0.2444
H 3.221 -0.344 0.743 0.3588
H -2.184 -1.155 1.800 0.4359
O -2.225 -0.711 0.946 -1.0811
```

HOMO: -0.3122 Eh
LUMO: -2.44 eV
energy above the lowest of the compared OMol25 structures with the same formula, charge and spin: 649.9 kJ/mol
total energy: -345.32865 Eh
2S+1: 1
Kohn-Sham gap: 6.1 eV

(8)
# C4H14N2O

A cluster of 2 separate species, C4H14N2O in total at a distorted geometry (ωB97M-V/def2-TZVPD, OMol25).

The geometry in XYZ format:
```
21
Properties=species:S:1:pos:R:3:nbo_charge:R:1
C 2.985 0.089 1.216 -0.4209
N 1.664 0.622 0.781 -0.6428
C 1.242 -0.607 0.040 -0.2455
C -0.299 -0.341 -0.056 -0.2054
N -0.555 0.697 -1.116 -0.6663
C -1.870 0.608 -1.753 -0.4050
H 2.923 -0.590 2.119 0.1912
H 3.808 0.836 1.303 0.1947
H 3.370 -0.652 0.394 0.1591
H 1.983 1.454 0.212 0.3641
H 1.667 -0.674 -0.974 0.1982
H 1.449 -1.553 0.565 0.1985
H -0.860 -1.343 -0.480 0.1851
H -0.692 -0.075 0.926 0.1690
H -0.338 1.648 -0.795 0.3570
H -2.004 1.416 -2.570 0.1845
H -1.961 -0.348 -2.273 0.1916
H -2.673 0.796 -1.050 0.1896
O -3.176 -0.617 0.795 -0.9468
H -4.083 -0.765 1.137 0.4746
H -2.579 -0.601 1.580 0.4752
```

HOMO: -0.3053 Eh
LUMO: 0.78 eV
energy above the lowest of the compared OMol25 structures with the same formula, charge and spin: 289.7 kJ/mol
total energy: -345.46584 Eh
2S+1: 1
SMILES: CNCCNC.O
Kohn-Sham gap: 9.1 eV

(9)
# C4H14N2O

A cluster of 2 separate species, C4H14N2O in total at a distorted geometry (ωB97M-V/def2-TZVPD, OMol25).

The geometry in XYZ format:
```
21
Properties=species:S:1:pos:R:3:nbo_charge:R:1
C -2.035 1.364 -0.737 -0.6303
C -2.206 0.132 0.157 -0.2087
N -1.035 -0.360 0.907 -0.6365
C 0.286 0.117 0.535 -0.2248
C 1.300 -0.205 1.620 -0.2143
N 2.656 0.044 1.109 -0.8417
H -1.063 1.382 -1.217 0.2122
H -2.234 2.312 -0.255 0.2077
H -2.701 1.240 -1.591 0.2138
H -2.551 -0.647 -0.524 0.1655
H -3.015 0.356 0.853 0.1842
H -1.115 -1.363 0.904 0.3523
H 0.179 1.185 0.394 0.1864
H 0.667 -0.296 -0.413 0.1711
H 1.085 0.426 2.492 0.1717
H 1.215 -1.269 1.808 0.1819
H 3.343 -0.321 1.759 0.3563
H 2.846 1.032 0.971 0.3525
O 1.695 -1.431 -2.791 -0.9351
H 1.540 -1.677 -3.715 0.4680
H 1.144 -2.021 -2.264 0.4679
```

HOMO: -0.3091 Eh
LUMO: 0.77 eV
energy above the lowest of the compared OMol25 structures with the same formula, charge and spin: 159.0 kJ/mol
total energy: -345.51564 Eh
2S+1: 1
SMILES: CCNCCN.O
Kohn-Sham gap: 9.2 eV

(10)
# C4H14N2O

A cluster of 2 separate species, C4H14N2O in total at a distorted geometry (ωB97M-V/def2-TZVPD, OMol25).

The geometry in XYZ format:
```
21
Properties=species:S:1:pos:R:3:nbo_charge:R:1
C 0.500 0.861 -1.938 -0.4101
N 0.455 0.271 -0.636 -0.4464
C 1.836 0.202 -0.060 -0.4326
C -0.484 0.983 0.224 -0.2374
C -0.499 0.638 1.740 -0.2268
N -0.196 -0.772 2.125 -0.8371
H -0.470 0.871 -2.420 0.1957
H 1.165 0.381 -2.635 0.2071
H 0.771 1.966 -1.950 0.1521
H 2.481 -0.494 -0.570 0.2073
H 2.242 1.226 -0.002 0.1625
H 1.683 -0.080 0.999 0.2281
H -1.461 0.613 -0.054 0.1815
H -0.636 2.078 0.043 0.1841
H -1.521 0.834 2.089 0.1816
H 0.208 1.303 2.309 0.1851
H -0.647 -1.439 1.505 0.3507
H -0.676 -0.905 3.008 0.3557
O -1.354 -3.136 -1.430 -0.9344
H -1.084 -2.344 -0.930 0.4714
H -2.312 -3.058 -1.418 0.4620
```

HOMO: -0.3189 Eh
LUMO: 0.75 eV
energy above the lowest of the compared OMol25 structures with the same formula, charge and spin: 193.9 kJ/mol
total energy: -345.50231 Eh
2S+1: 1
SMILES: CN(C)CCN.O
Kohn-Sham gap: 9.4 eV

(11)
# C4H14N2O

A cluster of 2 separate species, C4H14N2O in total at a distorted geometry (ωB97M-V/def2-TZVPD, OMol25).

The geometry in XYZ format:
```
21
Properties=species:S:1:pos:R:3:nbo_charge:R:1
C -1.564 -0.960 -1.010 -0.4302
N -0.235 -0.518 -0.658 -0.4836
C 0.602 -0.670 -1.849 -0.4210
C 0.400 -1.051 0.594 -0.2404
C 0.876 0.141 1.388 -0.2347
N 1.928 0.958 0.762 -0.8295
H -1.619 -1.893 -1.576 0.1755
H -2.251 -0.997 -0.153 0.2090
H -2.067 -0.168 -1.557 0.2043
H 1.659 -0.761 -1.617 0.1968
H 0.529 0.226 -2.468 0.2019
H 0.381 -1.574 -2.430 0.1777
H -0.239 -1.781 1.099 0.2060
H 1.245 -1.630 0.254 0.1818
H 0.101 0.859 1.638 0.1973
H 1.263 -0.155 2.370 0.1912
H 2.823 0.486 0.840 0.3473
H 1.754 1.070 -0.228 0.3525
O -1.809 1.913 0.758 -0.9571
H -1.100 2.487 1.068 0.4716
H -1.420 1.164 0.283 0.4835
```

HOMO: -0.3276 Eh
LUMO: 0.91 eV
energy above the lowest of the compared OMol25 structures with the same formula, charge and spin: 172.0 kJ/mol
total energy: -345.51066 Eh
2S+1: 1
SMILES: CN(C)CCN.O
Kohn-Sham gap: 9.8 eV

(12)
# C4H14N2O

A cluster of 2 separate species, C4H14N2O in total at a distorted geometry (ωB97M-V/def2-TZVPD, OMol25).

The geometry in XYZ format:
```
21
Properties=species:S:1:pos:R:3:nbo_charge:R:1
C -0.925 1.817 -0.658 -0.6141
C 0.405 1.095 -0.644 -0.3966
C 0.535 -0.120 0.297 -0.0610
N -0.382 -1.180 -0.153 -0.8450
C 2.016 -0.595 0.226 -0.2253
N 2.452 -1.556 1.211 -0.8209
H -1.237 2.279 0.247 0.2075
H -1.649 1.123 -1.084 0.2133
H -0.903 2.664 -1.346 0.2106
H 0.639 0.697 -1.630 0.1914
H 1.232 1.761 -0.375 0.2016
H 0.356 0.141 1.343 0.1781
H -0.080 -2.078 0.214 0.3501
H -0.272 -1.285 -1.158 0.3505
H 2.640 0.299 0.342 0.1867
H 2.193 -0.922 -0.803 0.1786
H 1.810 -2.340 1.293 0.3427
H 2.457 -1.122 2.127 0.3531
O -4.038 -0.452 0.025 -0.9487
H -4.165 0.385 0.471 0.4641
H -3.085 -0.612 0.056 0.4834
```

HOMO: -0.3374 Eh
LUMO: 0.93 eV
energy above the lowest of the compared OMol25 structures with the same formula, charge and spin: 88.6 kJ/mol
total energy: -345.54243 Eh
2S+1: 1
SMILES: CC[C@@H](N)CN.O
Kohn-Sham gap: 10.1 eV